55
Properties=species:S:1:pos:R:3:forces:R:3:nbo_charge:R:1 method="wB97M-V/def2-TZVPD" max_force_ha_per_bohr=0.016 energy_ev=-63624.4511 s_squared=3.791 multiplicity=4 total_charge=+2 lumo_ha="-0.278 / -0.258"
H 1.5929 0.6783 2.8073 -0.0036 -0.0114 -0.0018 0.208
H -4.7546 4.5229 -2.0555 0.0043 0.0107 0.0065 0.249
H 2.9730 -0.3878 -2.5865 0.0007 0.0009 -0.0007 0.245
H -5.3011 4.2542 0.4402 0.0005 -0.0001 -0.0029 0.250
C -4.1316 2.9304 -0.7686 0.0054 -0.0112 -0.0411 -0.181
C 3.8212 -1.9539 -1.3547 -0.0025 0.0027 0.0001 -0.177
H 0.6211 -4.2550 2.9131 -0.0011 0.0001 0.0005 0.263
Cr -0.8774 -0.1731 0.1545 0.6189 0.4510 -0.2875 1.426
O 0.3935 1.0476 1.1553 -0.1941 -0.0724 0.0317 -0.586
H -4.6118 2.9190 1.3650 0.0029 -0.0003 -0.0015 0.227
C 0.8954 2.3548 0.7180 0.0446 0.0189 -0.0017 -0.069
C 0.8875 3.2485 1.9635 0.0022 -0.0090 -0.0026 -0.438
C 3.6224 -2.8261 -0.3223 -0.0087 -0.0048 0.0058 -0.132
C 2.4069 -2.8071 0.4047 0.0071 0.0100 0.0005 -0.101
H 0.8211 0.7511 -1.7187 -0.0698 0.0440 0.0498 0.422
N -5.8393 -3.1667 -2.0886 0.0070 -0.0097 -0.0169 -0.143
H -3.0517 4.6386 -1.6025 0.0049 -0.0023 -0.0024 0.226
C 2.0999 -3.6809 1.4721 -0.0067 -0.0071 0.0075 -0.054
H 0.2390 2.7024 -0.0763 -0.0256 -0.0041 0.0150 0.203
C -3.8452 3.9478 -1.8857 -0.0005 -0.0002 0.0011 -0.590
C -4.4137 3.6354 0.5679 -0.0100 0.0050 0.0058 -0.590
H 1.9014 2.1970 0.3287 -0.0080 0.0053 -0.0204 0.206
H -5.0963 1.4937 -2.1053 -0.0015 0.0031 -0.0076 0.226
C -0.0216 -2.6047 1.7012 0.0292 -0.0166 -0.0016 0.122
C 1.6375 -1.0057 -1.0458 0.0405 -0.0075 0.0059 0.078
H -3.5879 4.2839 0.8599 -0.0013 -0.0027 0.0009 0.223
C 0.2583 2.3821 3.0658 -0.0177 -0.0010 -0.0172 -0.428
H 4.7491 -1.9704 -1.9087 -0.0005 0.0002 -0.0017 0.255
H -0.0043 -0.5905 -2.1906 0.0232 0.0749 -0.0408 0.455
C 2.8127 -1.0391 -1.7356 0.0010 -0.0003 -0.0086 -0.166
H -6.1880 2.5985 -1.2678 -0.0032 -0.0041 -0.0004 0.250
O -2.3701 -1.1598 0.2533 -0.1730 -0.3631 0.1454 -0.536
H -0.8203 2.5338 3.1181 0.0023 -0.0040 0.0005 0.220
N 0.2447 -1.7593 0.7199 -0.0472 -0.0811 0.0829 -0.516
H 0.3197 4.1603 1.7959 0.0104 0.0058 -0.0010 0.245
N 0.5014 -0.1619 -1.4020 -0.1848 -0.1252 0.0409 -0.819
H 2.8251 -4.4258 1.7757 0.0009 0.0000 0.0006 0.254
H -0.1168 0.2108 2.9862 -0.0168 0.0118 -0.0010 0.205
H 1.9037 3.5355 2.2249 0.0033 -0.0152 0.0071 0.241
C 1.4290 -1.8661 0.0455 -0.0055 0.0371 -0.0164 0.220
C -2.9364 2.0979 -0.5948 0.0673 0.0724 -0.0496 0.631
H -5.4755 1.2447 -0.3856 -0.0047 0.0033 0.0094 0.227
C -4.8621 -2.6874 -1.7269 -0.0053 0.0177 -0.0061 0.200
H 0.6771 2.5886 4.0480 0.0027 0.0030 -0.0009 0.260
C 0.8881 -3.5895 2.1054 0.0122 0.0033 -0.0026 -0.254
C -3.6446 -2.0636 -1.3064 0.0140 0.0287 0.0707 -0.034
N -1.6636 -1.4853 -2.8549 0.0160 0.0037 -0.0095 -0.320
C 0.5615 0.9746 2.6087 0.0260 -0.0140 0.0276 -0.064
N -3.5103 -1.7295 -0.0691 -0.0847 0.1055 -0.0168 0.092
H -0.9842 -2.5018 2.1878 -0.0056 0.0006 -0.0102 0.231
C -5.2894 1.9930 -1.1559 0.0156 -0.0046 -0.0061 -0.591
H 4.3868 -3.5423 -0.0509 0.0017 0.0007 -0.0006 0.248
H -3.5755 3.4551 -2.8193 -0.0129 -0.0053 -0.0028 0.229
C -2.5855 -1.7847 -2.2410 0.0021 -0.0198 -0.0003 0.308
N -2.0019 1.4421 -0.4590 -0.0719 -0.1235 0.0651 -0.559